# 1
# C18H18N4O4S2

The molecule C18H18N4O4S2 at a distorted geometry (the ωB97M-V functional and the def2-TZVPD basis, the Open Molecules 2025 dataset).

The geometry in XYZ format:
```
46
Properties=species:S:1:pos:R:3:forces:R:3:nbo_charge:R:1
C 4.1448 -2.8660 -2.7681 0.1011 -0.1753 0.0045 -0.594
C 4.4461 -4.1516 -1.9987 -0.0523 0.1157 -0.2420 -0.451
C 3.9575 -4.0746 -0.6012 -0.7893 0.0806 -0.0510 0.072
N 4.6974 -4.1309 0.4393 1.0238 -0.1411 -0.9270 -0.252
N 4.0477 -4.0412 1.5959 -0.7210 0.1377 1.6401 -0.314
C 2.7718 -3.9143 1.4528 0.0160 -0.0476 -1.5276 0.215
N 1.8846 -3.7631 2.4697 -1.0927 -0.1824 0.5180 -0.865
S 0.2250 -4.1007 2.2826 0.6047 0.1890 0.3881 2.319
O 0.0666 -5.1435 1.3196 -0.0641 0.3117 -0.2213 -0.911
O -0.2448 -4.2900 3.6180 0.0662 0.2945 0.1164 -0.922
C -0.3657 -2.5550 1.6361 0.1073 -0.6704 0.1016 -0.374
C -0.4424 -1.4777 2.4994 -0.0796 0.1947 0.0443 -0.161
C -0.8918 -0.2638 2.0238 0.0329 -0.1189 -0.0324 -0.238
C -1.2629 -0.1234 0.6813 0.1505 -0.4854 -0.0512 0.177
N -1.7125 1.1220 0.2645 0.0136 0.3646 0.2744 -0.604
C -2.1751 1.5049 -0.9739 0.0594 -0.0100 0.1603 0.664
O -2.2504 0.7634 -1.9274 -0.0581 -0.0832 -0.0910 -0.585
C -2.6094 2.9296 -1.0299 -0.2893 0.3755 -0.3133 -0.052
C -3.6797 3.2411 -1.8584 0.1711 -0.2720 0.1019 -0.222
C -4.1244 4.5498 -1.9456 0.0811 0.0574 0.0756 -0.183
C -3.4971 5.5462 -1.2287 0.1929 0.0403 0.1323 -0.238
C -2.4009 5.2488 -0.4137 -0.1872 -0.0321 -0.0741 0.316
O -1.8433 6.3065 0.2308 -0.2389 0.0205 -0.2179 -0.487
C -0.7236 6.0915 1.0555 0.1819 -0.0365 0.1339 -0.253
C -1.9623 3.9343 -0.3110 0.1011 0.1047 0.1137 -0.333
C -1.1753 -1.2220 -0.1760 -0.0703 0.0857 -0.1398 -0.201
C -0.7301 -2.4375 0.3091 -0.0058 -0.0696 0.1109 -0.175
S 2.2372 -3.8883 -0.2122 1.1441 -0.1330 0.0565 0.302
H 4.6306 -2.0182 -2.2913 0.0064 0.1054 0.0216 0.213
H 3.0729 -2.6835 -2.7938 -0.0868 0.1009 -0.0737 0.204
H 4.5103 -2.9479 -3.7882 -0.0153 0.0562 -0.1123 0.215
H 5.5212 -4.3324 -1.9649 -0.0720 -0.0796 0.0520 0.239
H 3.9636 -4.9950 -2.4982 0.1064 -0.0482 -0.0205 0.219
H 2.2644 -3.8836 3.3962 -0.1407 -0.0712 0.2142 0.441
H -0.1642 -1.6123 3.5320 0.0138 0.1061 0.1604 0.241
H -0.9632 0.5835 2.6908 -0.0066 0.0760 0.0773 0.212
H -1.7632 1.8195 0.9945 -0.0714 -0.0982 -0.1940 0.403
H -4.1514 2.4506 -2.4200 -0.0319 -0.0722 -0.0599 0.235
H -4.9624 4.7933 -2.5803 -0.0815 0.0292 -0.0475 0.221
H -3.8234 6.5722 -1.2867 -0.0430 0.1273 -0.0107 0.229
H -0.4513 7.0723 1.4415 0.0218 -0.0982 0.0005 0.207
H -0.9623 5.4295 1.8947 0.0078 0.0069 -0.0432 0.173
H 0.1197 5.6798 0.4920 -0.0389 -0.0006 0.0203 0.178
H -1.0942 3.6960 0.2854 0.0778 0.0171 0.0553 0.216
H -1.4648 -1.1144 -1.2078 0.0014 -0.0226 0.0149 0.258
H -0.6691 -3.3040 -0.3294 -0.0464 -0.0497 -0.1387 0.246
```
Positions in Å, forces in eV/Å.

Energy relative to the best compared isomer or geometry (same formula, charge and spin), kJ/mol: 45.8
SMILES string: CCc1nnc(NS(=O)(=O)c2ccc(NC(=O)c3cccc(OC)c3)cc2)s1
Maximum force, eV Å⁻¹: 1.80
HOMO-LUMO gap, Ha: 0.3274
E_tot, eV: -54778.3802


# 2
# C18H18O3

The molecule C18H18O3 (the ωB97M-V functional and the def2-TZVPD basis, the Open Molecules 2025 dataset).

The geometry in XYZ format:
```
39
Properties=species:S:1:pos:R:3:forces:R:3:nbo_charge:R:1
C -3.5744 -1.8555 -0.8281 0.0127 0.0937 0.2268 -0.614
C -3.2273 -1.7153 0.6496 0.0709 -0.1742 -0.0465 -0.397
C -1.9837 -2.5064 1.0589 0.1295 0.4690 -0.1183 -0.410
C -0.7088 -1.9960 0.3960 -0.0220 -0.5002 0.0148 -0.076
O -0.5057 -0.6396 0.7920 -0.0050 0.3028 -0.0353 -0.537
C 0.2022 0.1424 -0.1149 0.2522 0.1924 0.3158 0.461
C 1.6358 -0.3183 -0.3227 -0.2243 -0.2039 -0.1275 -0.008
C 2.3414 -0.8096 0.7682 -0.0759 0.0265 -0.0496 -0.228
C 3.6593 -1.2009 0.6210 0.0475 0.0046 0.0844 -0.212
C 4.2803 -1.0976 -0.6126 0.0833 -0.0241 -0.0291 -0.198
C 3.5788 -0.6034 -1.6985 0.0667 0.0270 -0.0495 -0.207
C 2.2589 -0.2111 -1.5569 -0.0877 0.0035 0.0417 -0.213
O -0.4926 0.1842 -1.3725 0.1366 -0.3941 -0.0202 -0.511
C -0.9308 1.4300 -1.6762 -0.2581 0.5395 -0.3063 0.789
O -1.5361 1.6759 -2.6797 0.0832 -0.1096 0.1610 -0.550
C -0.5033 2.3369 -0.5903 0.3445 -0.2374 0.5527 -0.197
C -0.6880 3.6993 -0.4300 -0.0178 -0.1685 -0.1011 -0.161
C -0.1703 4.2862 0.7130 -0.0696 0.0939 -0.0895 -0.201
C 0.5066 3.5277 1.6598 0.0638 -0.1151 0.0904 -0.184
C 0.6913 2.1615 1.4956 -0.0285 -0.0156 -0.0237 -0.213
C 0.1765 1.5805 0.3569 -0.5162 0.2255 -0.4586 0.070
H -3.6574 -2.9050 -1.1048 -0.0292 -0.1118 -0.0891 0.196
H -4.5249 -1.3696 -1.0362 -0.0684 0.0176 -0.1045 0.213
H -2.8189 -1.3893 -1.4548 0.0637 0.0287 -0.1426 0.212
H -3.0636 -0.6628 0.8872 -0.0804 0.0077 0.0786 0.208
H -4.0691 -2.0670 1.2510 0.0036 0.0788 0.0377 0.200
H -2.1054 -3.5587 0.7945 0.0287 -0.0676 0.0434 0.205
H -1.8591 -2.4347 2.1409 0.0416 -0.1170 0.0533 0.207
H -0.7919 -2.0516 -0.6922 0.0214 -0.0265 0.0599 0.191
H 0.1530 -2.6014 0.7098 -0.1044 0.0940 -0.0864 0.179
H 1.8468 -0.8900 1.7249 -0.0437 -0.0466 0.0982 0.222
H 4.2022 -1.5869 1.4710 0.0498 -0.0352 0.0655 0.215
H 5.3098 -1.4029 -0.7269 0.0805 -0.0310 -0.0115 0.214
H 4.0587 -0.5217 -2.6622 0.0480 -0.0004 -0.0805 0.216
H 1.7106 0.1682 -2.4058 -0.0462 0.0081 -0.0679 0.227
H -1.2187 4.2695 -1.1759 -0.0583 0.0838 -0.0757 0.234
H -0.2945 5.3467 0.8733 -0.0053 0.0813 0.0104 0.218
H 0.8972 4.0103 2.5433 0.0295 0.0505 0.0708 0.218
H 1.2152 1.5761 2.2338 0.0834 -0.0502 0.1079 0.223
```
Positions in Å, forces in eV/Å.

Energy relative to the best compared isomer or geometry (same formula, charge and spin), kJ/mol: 0.0
SMILES string: CCCCO[C@@]1(c2ccccc2)OC(=O)c2ccccc21
Maximum force, eV Å⁻¹: 0.73
HOMO-LUMO gap, Ha: 0.3592
E_tot, eV: -25101.2764


# 3
# C18H18O7

The molecule C18H18O7 at a distorted geometry (the ωB97M-V functional and the def2-TZVPD basis, the Open Molecules 2025 dataset).

The geometry in XYZ format:
```
43
Properties=species:S:1:pos:R:3:forces:R:3:nbo_charge:R:1
O 0.9429 -1.3222 -1.5946 1.7684 0.3547 0.1756 -0.648
C -0.1223 -1.7671 -1.9339 1.6205 -0.0172 3.4326 0.822
O -0.7097 -2.6875 -1.1347 0.6554 0.5463 1.7469 -0.714
C -0.7681 -1.2193 -3.0700 -1.8751 -10.2791 -2.0691 -0.177
C -1.3582 -2.2718 -3.8241 1.3837 0.7654 0.6312 -0.124
C -2.2333 -1.8593 -4.8313 1.1738 -11.4139 -1.0629 -0.262
C -2.3264 -0.6538 -5.1484 -5.3179 8.2578 -3.1342 -0.144
C -1.9252 0.2973 -4.1957 -3.0806 1.4899 -4.7621 -0.290
C -1.2471 -0.0141 -3.1756 3.7212 0.2166 3.9437 0.287
O -0.7524 0.5835 -2.1027 -0.2297 7.2824 1.4675 -0.474
C -1.0413 2.0531 -2.1101 -5.3394 1.3379 0.9728 -0.111
C -0.3523 3.0630 -1.1274 1.1904 -17.8348 3.1649 -0.069
O -0.9183 2.4740 0.2314 0.5348 4.0778 -2.9904 -0.552
C -0.1157 1.5140 0.8338 -6.5219 0.6184 3.4715 -0.122
C 1.1098 1.9233 1.4285 4.3881 0.9803 -6.3456 -0.087
O 1.3945 1.6453 2.6415 0.4973 -0.9698 8.7938 -0.516
C 1.3701 0.5406 3.5291 3.3654 -1.7973 -4.4590 0.342
C 1.7401 0.8577 4.8391 -2.7147 -6.5705 1.8757 -0.258
C 1.6174 -0.2753 5.9222 0.9036 1.3842 -8.6977 -0.119
C 1.5382 -1.6112 5.3681 0.1568 4.0112 5.6113 -0.270
C 1.2657 -1.8171 4.1255 1.9851 1.5395 -8.7722 -0.152
C 1.6110 -0.8829 2.9547 -4.3289 3.3126 6.6821 -0.176
C 1.2036 -1.2728 1.5723 13.3195 8.9548 6.3058 0.781
O 0.3872 -1.9306 1.3613 -15.2116 -11.3382 -3.9211 -0.564
O 2.1116 -0.9276 0.7336 5.2918 2.9222 6.0287 -0.647
H -0.2289 -2.6109 -0.1520 -1.2048 -0.1025 -3.1690 0.532
H -1.0427 -3.3448 -3.6474 -0.7431 1.4973 -0.2212 0.235
H -2.5944 -2.7985 -5.4672 0.2421 2.4670 1.1068 0.217
H -3.2501 -0.2867 -5.9758 3.2763 -1.0212 2.2792 0.216
H -2.3727 1.2059 -4.1981 -1.0853 2.8818 -0.6538 0.216
H -1.1832 2.5604 -3.0319 1.4934 -0.4058 -1.9526 0.196
H -2.2686 2.1595 -1.9690 2.6485 -0.6098 0.7125 0.172
H 0.6151 2.4553 -1.1845 -0.0150 2.3960 0.2844 0.201
H -0.4501 3.9533 -1.2827 -1.0267 9.9850 -1.4963 0.170
H -0.2943 0.6455 0.3119 0.9363 -2.3863 -1.3653 0.192
H -0.9435 1.3982 1.7161 2.2592 -0.5281 -0.9942 0.204
H 1.9742 1.4685 0.8328 -0.8081 0.4641 -0.1578 0.162
H 1.3036 3.0182 1.2295 -0.7110 -0.7580 0.5157 0.199
H 1.6897 1.8305 5.1108 0.2223 2.9384 0.9570 0.213
H 1.9773 0.0993 6.7790 0.7817 0.3299 3.6495 0.202
H 1.6638 -2.4060 6.0273 -0.2197 -1.3874 1.1296 0.218
H 1.2056 -2.7416 3.6487 -0.4089 -2.1436 0.2780 0.208
H 1.7771 -1.0451 -0.0401 -2.9733 -1.4477 -8.9922 0.492
```
Positions in Å, forces in eV/Å.

Energy relative to the best compared isomer or geometry (same formula, charge and spin), kJ/mol: 1246.2
SMILES string: O=C(O)c1ccccc1OCCOCCOc1ccccc1C(=O)O
Maximum force, eV Å⁻¹: 19.37
HOMO-LUMO gap, Ha: 0.3149
E_tot, eV: -33276.6313


- Which formula does entry 2 have?
  C18H18O3


- Look up the E_tot of the third one.
  -33276.6313 eV


- Among the records above, which one has the highest E_tot?
  C18H18O3


- maximum force of number 2 (C18H18O3)?
  0.73 eV Å⁻¹